53
Properties=species:S:1:pos:R:3 method="wB97M-V/def2-TZVPD" orbital_gap_ha=0.3383 homo_energy_ha=-0.589 lumo_ev=-6.828 total_energy_ha=-1256.87328 total_charge=+2 e_above_lowest_ev=0.6506 spin_multiplicity=1
C 3.051 -2.107 3.050
C 0.625 -1.459 2.912
H -2.800 1.835 -0.940
C 2.025 -1.468 2.385
C 0.890 -2.201 -1.455
H -3.419 1.028 1.399
C 2.160 2.399 0.004
C -0.038 2.866 0.789
H 5.173 -2.453 3.076
O -0.143 -0.468 2.396
C 3.469 -0.629 0.801
C -0.259 -2.731 -0.627
H 3.616 -0.079 -0.113
H 1.319 -4.130 -2.274
H -1.004 -3.172 -1.290
O 0.177 -2.227 3.710
O -0.842 -1.605 0.048
H -0.124 3.061 -0.277
N 1.196 -0.893 -1.369
H 3.065 1.816 0.113
H -3.122 -0.425 0.463
C -1.895 1.225 -0.902
C 4.549 -1.219 1.428
H -2.139 2.891 1.208
C 2.231 -0.460 -2.114
C 4.343 -1.979 2.570
H 5.539 -1.088 1.012
N -1.512 0.966 0.517
H -1.097 1.732 -1.436
C 1.606 -3.086 -2.245
H 1.759 3.117 2.612
N 2.216 -0.741 1.262
C 2.989 -1.271 -2.926
H -2.080 0.268 -1.380
C 2.676 -2.624 -2.987
H -1.203 1.926 2.342
H 0.170 3.824 1.267
H 2.649 1.596 2.409
H 1.765 2.317 -1.008
H 2.398 3.445 0.209
H 2.812 -2.678 3.938
H 2.424 0.604 -2.077
H 0.996 1.569 3.059
C 1.668 2.060 2.362
Rh 0.391 0.051 0.607
H 0.070 -3.490 0.084
N 1.129 1.941 0.970
C -2.670 0.271 1.166
H 3.799 -0.853 -3.506
C -1.282 2.219 1.294
H -1.404 -1.896 0.781
H 3.249 -3.301 -3.607
H -2.355 -0.225 2.078



75
Properties=species:S:1:pos:R:3 method="wB97M-V/def2-TZVPD" orbital_gap_ha=0.2431 homo_energy_ha=-0.332 lumo_ev=-2.416 total_energy_ha=-1594.68500 total_charge=+1 e_above_lowest_ev=0.6972 spin_multiplicity=1
H -3.991 0.197 -3.593
H 3.950 3.048 -0.413
C -3.409 -1.455 0.470
C 3.252 3.863 -0.205
H -1.489 -0.202 -3.207
H 0.957 -4.575 -0.515
H 3.096 4.413 -1.133
C 0.640 -3.687 2.869
C -0.271 3.019 0.787
C 1.962 3.335 0.358
H -5.488 -1.062 0.063
H -5.000 0.916 -1.325
C -1.762 0.065 -0.545
N -2.467 1.642 -3.477
H -3.432 2.652 -1.905
H -3.615 -2.317 1.096
C 0.634 3.750 0.014
H -0.603 4.722 -1.481
N 0.898 -2.390 3.010
N 0.835 -2.045 -1.597
C -4.464 -0.761 -0.113
C 1.925 -4.074 -0.633
H 3.945 -4.395 0.005
H 2.706 0.975 2.769
H 1.308 -2.197 -2.482
H 1.118 -2.377 0.418
H -1.301 -1.583 0.766
C -1.739 3.295 0.965
H 0.180 -1.749 3.298
N -0.563 -4.148 3.245
H -0.063 -2.512 -1.639
C 3.040 1.721 2.042
C 1.877 2.349 1.331
H 3.628 -4.611 2.381
H 2.877 -5.768 0.318
C 2.945 -1.667 -0.438
H -1.226 -3.546 3.699
H 2.980 -3.098 1.785
H 3.608 2.481 2.586
H -0.784 -5.124 3.188
H 3.743 4.541 0.500
H -0.149 2.129 3.619
H -0.402 1.171 -3.466
H -2.252 2.533 -3.919
C 0.476 2.064 1.561
C -2.101 -1.031 0.262
C -4.179 0.338 -0.906
H 1.102 5.173 -1.539
H -4.533 1.862 -3.890
H -2.076 4.078 0.281
C -2.608 1.944 -1.981
N 1.539 -4.518 2.376
H -3.607 0.996 -5.137
O 2.714 -0.439 -0.169
C -0.089 1.414 2.793
C 1.672 -2.570 -0.507
H 2.274 -4.294 -1.644
H -2.357 2.407 0.803
H 3.713 1.223 1.343
H 1.769 -1.996 2.697
H 0.065 5.803 -0.267
H 0.544 0.590 3.126
H 1.285 -5.491 2.315
H -1.097 1.028 2.608
O 4.036 -2.194 -0.674
C 0.283 4.916 -0.868
C 2.839 -4.176 1.769
Pb 0.618 0.905 -0.671
H -1.681 2.441 -1.688
H -1.317 0.505 -4.841
C -1.339 0.712 -3.774
C -2.853 0.724 -1.131
C 2.952 -4.675 0.339
H -1.941 3.646 1.981
C -3.739 1.140 -4.068



45
Properties=species:S:1:pos:R:3 method="wB97M-V/def2-TZVPD" smiles="CCOc1cc(C(=O)NC2=NCCS2)cc(OCC)c1OCC" orbital_gap_ha=0.3132 homo_energy_ha=-0.290 lumo_ev=0.625 total_energy_ha=-1431.52436 e_above_lowest_ev=3.3000 spin_multiplicity=1
C 3.316 0.345 1.820
S 5.172 -0.189 -0.060
H -2.242 -3.282 2.507
O -2.854 0.533 0.176
O -2.652 -1.993 0.185
H 1.377 0.786 -1.609
C 0.282 3.049 -1.171
C 0.554 0.213 -1.217
N 2.670 -0.274 0.708
H -0.774 -3.473 1.548
C -2.603 -3.390 0.389
O -0.782 2.201 -0.792
H 0.911 3.553 0.825
C -1.674 0.064 -0.305
H -1.860 -4.852 1.783
H -3.234 1.870 -1.358
H 0.719 2.725 -2.123
H 2.757 1.240 2.106
O 1.844 -2.788 -2.459
H -5.342 2.671 -0.287
C -1.550 -1.343 -0.273
H -2.207 -3.901 -0.497
H -5.357 0.908 -0.471
H -2.907 2.603 0.229
H 4.910 1.768 1.284
N 3.099 -1.284 -1.367
C -0.605 0.842 -0.782
H -5.029 1.622 1.106
C -0.389 -1.949 -0.721
C -4.881 1.742 0.037
H -0.197 4.020 -1.329
C -1.815 -3.776 1.638
H 2.131 3.857 -0.422
H -3.652 -3.677 0.511
H 1.796 2.201 0.117
C 3.430 -0.611 -0.233
H 3.275 -0.356 2.662
C 1.865 -1.837 -1.712
H -0.273 -3.020 -0.732
H 3.880 -1.673 -1.885
H 5.480 0.389 2.248
C 0.666 -1.169 -1.178
C 4.783 0.702 1.475
C -3.393 1.763 -0.279
C 1.354 3.172 -0.092



120
Properties=species:S:1:pos:R:3 method="wB97M-V/def2-TZVPD" orbital_gap_ha="0.0612 / 0.2954" homo_energy_ha="-0.005 / -0.240" lumo_ev="1.525 / 1.498" total_energy_ha=-4561.69859 total_charge=-1 spin_multiplicity=2
C 0.379 13.875 10.308
H 0.527 4.619 3.048
S -1.948 6.200 7.186
H 1.624 15.410 9.710
C -0.630 6.311 3.478
H 5.039 8.740 6.396
C -3.404 10.338 2.489
O -1.654 5.750 0.987
C 4.533 8.661 10.706
C -3.489 12.825 8.632
H -2.103 12.976 4.924
O 6.951 11.674 5.894
H 5.094 8.657 9.771
H -3.012 13.322 7.787
H 1.455 12.840 11.557
O -0.438 8.643 5.510
C 3.873 5.480 7.232
H 0.155 5.460 8.306
H -3.332 13.261 9.619
H -0.456 7.229 2.917
C 5.093 13.920 -0.243
C -3.104 7.330 8.155
O -4.379 10.332 3.287
H -0.526 11.166 10.251
O -0.515 13.896 9.406
H 1.573 11.268 6.897
C 2.634 6.420 5.339
H 4.597 7.662 11.138
H 0.081 7.265 8.002
H 3.939 10.897 8.984
S 0.231 13.433 5.486
C 2.138 12.793 1.854
H -4.166 7.201 7.948
C 1.123 10.276 6.873
C -0.412 14.864 6.393
H 5.815 9.324 7.795
H 6.097 14.054 0.160
O -2.569 4.834 7.341
H 1.874 7.158 5.080
H -3.045 9.790 6.428
H -0.524 15.614 5.611
H -4.554 12.890 8.410
H -1.092 11.729 11.825
H 2.208 9.311 4.368
H -0.001 6.454 4.356
C -2.539 9.158 2.508
H -1.375 14.583 6.820
H 1.445 13.571 2.173
S -2.957 11.066 8.598
S 0.108 10.039 5.361
H -3.623 13.387 2.322
H -2.880 11.513 6.167
H -0.878 12.524 3.623
H 2.637 12.469 2.768
C -0.470 3.680 0.782
C -0.204 11.553 11.217
H 0.695 15.737 11.336
C 5.150 10.405 4.275
H -0.721 6.609 9.294
H 3.586 5.803 9.359
H 3.846 11.495 10.619
H 5.048 9.325 11.400
O 4.176 4.503 6.605
O 4.710 11.953 1.136
H 2.609 13.999 0.160
C 1.223 15.063 10.662
H -3.957 13.022 0.595
H -2.860 8.384 8.023
O -3.894 10.113 9.336
C 4.410 5.526 8.702
H 0.306 10.760 11.764
H 1.150 10.019 3.167
H -4.435 10.712 6.651
N -3.106 11.378 1.698
N 2.949 13.331 0.837
H -2.995 8.255 2.102
C 5.929 9.284 6.711
S 5.623 10.951 5.980
H 2.082 14.801 11.279
S 2.770 9.258 10.431
H -2.298 11.345 1.092
H -1.579 9.342 2.026
H 0.293 15.138 7.178
H 6.041 9.946 3.848
C -0.809 4.949 1.498
C -1.208 13.250 4.366
C 3.284 10.960 9.853
C -0.462 6.358 8.265
H -0.842 2.778 1.269
H -4.990 12.548 1.805
H 4.614 14.895 -0.332
N 0.545 12.840 11.120
H 4.902 11.337 3.767
H -2.274 9.007 3.555
C 1.524 10.140 4.184
O 2.172 8.472 9.273
O 1.398 13.875 4.629
C 4.252 13.011 0.673
H 0.612 3.556 0.725
C -3.921 12.620 1.607
H 2.789 7.183 7.355
H 4.369 9.648 4.342
H 2.421 11.558 9.561
H -3.026 7.102 9.219
H -1.053 3.754 -0.136
N -0.191 5.201 2.641
H 6.871 8.832 6.399
H -1.380 14.212 3.882
H 0.483 10.106 7.739
C -3.356 10.765 6.802
H 2.088 5.537 5.007
H 1.961 9.580 6.868
H 2.136 11.041 4.231
H 4.704 4.537 9.052
H -1.660 6.175 3.808
H 5.179 6.296 8.761
N 3.073 6.450 6.721
H 3.466 6.538 4.645
H 1.588 11.939 1.461
H 5.083 13.474 -1.238



17
Properties=species:S:1:pos:R:3 method="wB97M-V/def2-TZVPD" orbital_gap_ha="0.2635 / 0.2655" homo_energy_ha="-0.334 / -0.332" lumo_ev="-1.931 / -1.818" total_energy_ha=-749.57434 spin_multiplicity=1
N 1.886 0.911 -1.541
H -2.538 1.451 0.310
H -2.258 -0.524 1.562
C 0.754 -0.640 0.211
C -1.629 1.028 0.426
N -0.536 1.693 0.030
O -0.366 2.502 -0.877
H 3.448 -0.139 0.692
N -0.236 -0.847 1.125
C -1.428 -0.145 1.104
O 1.640 1.274 -2.640
O 2.602 1.406 -0.743
H 0.815 -0.866 -1.989
O 3.237 -0.885 0.155
N 1.968 -1.209 -0.147
C 1.244 -0.444 -1.149
O -0.142 -1.813 1.929



10
Properties=species:S:1:pos:R:3 method="wB97M-V/def2-TZVPD" smiles="[NH3+]CC(=S)Cl" orbital_gap_ha=0.3278 homo_energy_ha=-0.510 lumo_ev=-4.968 total_energy_ha=-992.02736 total_charge=+1 e_above_lowest_ev=0.3223 spin_multiplicity=1
H 0.273 -1.551 -0.093
Cl -1.500 1.634 0.269
H 1.417 0.128 -1.187
C 0.195 -0.580 0.278
C -1.359 -0.190 -0.042
H 1.889 0.520 0.431
N 1.085 0.455 -0.189
H 0.127 -0.675 1.322
H 0.440 1.359 -0.320
S -2.568 -1.099 -0.469



19
Properties=species:S:1:pos:R:3 method="wB97M-V/def2-TZVPD" orbital_gap_ha=0.2264 homo_energy_ha=-0.248 lumo_ev=-0.585 total_energy_ha=-1139.36542 e_above_lowest_ev=2.3568 spin_multiplicity=1
C -1.626 0.010 -0.735
H -0.970 -2.034 0.163
C 2.660 0.031 -0.380
H 3.618 0.389 -0.094
H -1.753 1.445 1.496
H 0.749 0.380 -1.770
N 0.616 0.997 -0.987
C -1.497 -1.573 1.072
H -1.236 -0.705 -1.492
O -2.170 -0.458 0.397
S -0.652 1.858 1.049
S 1.995 -1.112 0.939
N 1.829 1.288 -0.497
H 2.577 -0.383 -1.389
H 1.785 1.596 0.535
H -0.645 -1.078 1.688
H -2.524 0.555 -1.189
H -2.206 -2.185 1.542
C -0.550 0.978 -0.348



22
Properties=species:S:1:pos:R:3 method="wB97M-V/def2-TZVPD" smiles=CCC.CCC orbital_gap_ha=0.4524 homo_energy_ha=-0.412 lumo_ev=1.106 total_energy_ha=-238.17792 e_above_lowest_ev=0.5063 spin_multiplicity=1
H -2.451 1.743 -0.167
H 0.634 3.411 1.025
H 2.046 -2.037 -1.739
H -0.720 -2.422 1.176
C 0.964 -1.964 -1.838
H 1.433 2.073 1.913
H -0.588 -0.836 -0.880
H -0.850 1.435 -0.823
H -1.215 2.326 2.043
H 0.946 -2.877 0.799
C 0.233 -1.489 -0.584
H 0.863 -0.793 -0.016
C -1.392 2.005 -0.098
H -0.339 -3.585 -0.104
C 0.715 2.330 1.132
H 1.238 1.978 0.236
H 0.832 -1.276 -2.675
H -0.833 0.769 1.491
C -0.698 1.787 1.249
C -0.024 -2.655 0.371
H 0.612 -2.963 -2.098
H -1.404 3.042 -0.414



14
Properties=species:S:1:pos:R:3 method="wB97M-V/def2-TZVPD" orbital_gap_ha=0.3164 homo_energy_ha=-0.302 lumo_ev=0.383 total_energy_ha=-415.85199 e_above_lowest_ev=5.1328 spin_multiplicity=1
H -2.774 -0.174 -0.065
C -2.067 0.643 0.144
H 3.104 0.246 -0.605
C 0.768 -1.682 -0.206
H -1.967 1.296 -0.648
H 0.959 -2.693 -0.017
O -1.695 -1.978 0.084
N 2.750 -0.294 0.123
N -0.757 0.036 -0.105
H 2.983 0.340 0.885
H -2.235 1.046 1.119
C 1.539 -0.719 0.132
C -0.711 -1.277 -0.056
O 0.349 0.849 0.090



22
Properties=species:S:1:pos:R:3 method="wB97M-V/def2-TZVPD" orbital_gap_ha=0.3116 homo_energy_ha=-0.461 lumo_ev=-4.071 total_energy_ha=-1178.86156 total_charge=+1 e_above_lowest_ev=2.8782 spin_multiplicity=1
H -2.300 -0.449 -1.878
C 1.888 1.361 0.914
H -0.667 -0.770 1.704
H 2.210 0.907 1.861
S -0.469 2.055 -2.142
N -0.297 1.800 1.900
C 0.025 -2.817 -0.592
C -0.303 1.119 -0.745
H -1.695 -2.953 -1.742
N -0.842 -0.066 -0.456
H -0.187 -3.725 0.022
C 0.421 1.094 0.971
C -0.068 -0.359 0.843
H 0.642 -2.977 -1.438
H 2.126 0.592 0.208
H -0.108 2.761 2.079
H -1.340 1.642 1.855
C -1.497 -0.881 -1.267
S 1.085 -1.528 0.145
H 0.283 3.028 -1.698
H 2.305 2.366 0.630
C -1.212 -2.200 -1.173



22
Properties=species:S:1:pos:R:3 method="wB97M-V/def2-TZVPD" orbital_gap_ha="0.3501 / 0.3500" homo_energy_ha="-0.493 / -0.493" lumo_ev="-3.897 / -3.897" total_energy_ha=-308.68255 total_charge=+1 e_above_lowest_ev=2.9966 spin_multiplicity=1
H -1.344 -0.213 -2.229
H -1.791 -0.421 1.512
N 1.559 0.577 0.393
C 0.290 0.511 0.047
H 0.035 0.053 -0.948
N -1.591 -0.762 0.642
H -3.571 -0.641 -0.172
H 2.458 0.616 2.335
H -1.860 -1.954 -1.699
H -2.404 0.663 -0.606
H 2.553 -0.604 -1.051
C 1.948 1.279 1.584
H 3.592 0.660 -0.004
H 2.518 2.146 1.326
H -3.002 -0.811 -2.515
H -1.598 -1.829 0.722
H 1.076 1.744 2.163
H 3.168 -0.963 0.431
C 2.728 -0.103 -0.142
H -0.181 1.357 0.515
C -2.441 -0.406 -0.419
C -2.144 -0.901 -1.886